Computed, not measured: a 2-piece molecular cluster, C3H12N2S overall, with ωB97M-V/def2-TZVPD.

Computed properties:
SMILES: CCS.NCN
E: -17119.940 eV
Kohn-Sham gap: 9.47 eV
energy above the lowest of the compared OMol25 structures with the same formula, charge and spin: 0.907 eV

Each line ends with the Mulliken charge.
Atoms and positions in Å:
1 C 0.9602 -0.7864 2.1153  -0.7556
2 C 0.0181 0.2453 2.7243  -0.5674
3 S -0.4834 1.7695 1.6933  -0.2358
4 H 2.0361 -0.8159 2.4247  0.2972
5 H 1.0347 -0.8731 1.0344  0.1283
6 H 0.5783 -1.7871 2.3616  0.2645
7 H -0.8830 -0.1311 3.2122  0.4311
8 H 0.5323 0.7519 3.5663  0.2777
9 H -1.7035 1.2428 1.8174  0.1485
10 N -1.2900 0.5579 -2.0354  -0.5027
11 C -0.1521 -0.3469 -1.7946  -0.2592
12 N 0.7983 -0.3937 -2.9244  -0.5900
13 H -1.0308 1.5017 -2.2304  0.2082
14 H -1.9798 0.3101 -2.7259  0.1934
15 H 0.4200 0.1762 -1.0388  0.2082
16 H -0.5539 -1.3052 -1.4569  0.2922
17 H 0.4714 -0.6398 -3.8488  0.2104
18 H 1.2269 0.5238 -2.8945  0.2510

---

Computed, not measured: C38H44Cl3N4O2V as an isolated structure, with ωB97M-V/def2-TZVPD.

Computed properties:
<S²>: 3.797
E: -113437.836 eV
spin multiplicity: 4
Kohn-Sham gap (spin up / spin down): 4.89 / 5.48 eV
energy above the lowest of the compared OMol25 structures with the same formula, charge and spin: 0.000 eV
total charge: -1

Each line ends with the Löwdin spin population.
Atoms and positions in Å:
1 V -0.1146 0.1171 -0.1998  2.0482
2 C 6.0827 -0.4951 -1.1564  0.0004
3 C 5.2424 0.5403 -1.9120  -0.0003
4 C 3.9847 0.8943 -1.1837  0.0012
5 C 3.7533 1.9574 -0.3793  0.0054
6 C 4.6881 3.0670 -0.0151  0.0005
7 C 5.3275 2.8754 1.3649  0.0008
8 C 2.3997 1.8198 0.1337  0.0224
9 C 1.8070 2.7207 0.9770  0.0567
10 C 0.5142 2.6227 1.5173  0.0562
11 C -0.0602 3.5188 2.4674  0.0598
12 C 0.6198 4.7267 3.0313  0.0063
13 C 1.5946 4.3884 4.1644  0.0034
14 C -1.3115 3.0251 2.7607  0.0479
15 C -1.4737 1.8454 1.9796  0.0711
16 C -2.5937 0.9963 1.9883  0.0345
17 C -2.7182 -0.1871 1.3194  0.0368
18 N -1.7640 -0.7710 0.5000  0.0326
19 C -2.3328 -1.9385 0.0252  0.0218
20 C -1.7565 -2.8220 -0.8453  0.0605
21 C -0.4696 -2.7124 -1.4079  0.0574
22 N 0.3600 -1.6525 -1.2020  0.0012
23 C 1.5123 -1.9251 -1.8828  0.0655
24 C 2.6378 -1.0828 -1.8817  0.0453
25 C 2.7797 0.0819 -1.1789  0.0274
26 N 1.8212 0.6679 -0.3663  0.0406
27 C 1.4090 -3.1819 -2.5451  0.0495
28 C 0.1580 -3.6790 -2.2471  0.0582
29 C -0.4385 -4.9929 -2.6458  0.0060
30 C -0.3418 -6.0500 -1.5400  0.0033
31 C 2.4977 -3.8313 -3.3418  0.0043
32 C 3.5185 -4.5605 -2.4613  0.0024
33 C -3.6750 -2.0905 0.5699  0.0132
34 C -3.9093 -1.0190 1.3580  0.0012
35 C -5.1722 -0.6594 2.0736  -0.0008
36 C -6.0185 0.3309 1.2659  0.0002
37 C -4.5800 -3.2486 0.2925  0.0015
38 C -4.2200 -4.4845 1.1238  0.0013
39 N -0.3594 1.6167 1.2255  0.0002
40 C -2.3193 3.5654 3.7269  0.0041
41 C -2.2853 2.8543 5.0838  0.0023
42 H 6.9871 -0.7557 -1.7104  -0.0001
43 H 5.5084 -1.4065 -0.9851  0.0005
44 H 6.3783 -0.1035 -0.1815  0.0001
45 H 4.9959 0.1561 -2.9052  0.0000
46 H 5.8385 1.4421 -2.0698  0.0000
47 H 4.1529 4.0199 -0.0410  0.0001
48 H 5.4784 3.1345 -0.7666  0.0000
49 H 4.5637 2.7995 2.1397  0.0005
50 H 5.9906 3.7068 1.6125  0.0000
51 H 5.9110 1.9531 1.3868  0.0001
52 H 2.3946 3.5826 1.2669  0.0027
53 H -0.1326 5.4267 3.4044  0.0003
54 H 1.1556 5.2516 2.2351  0.0013
55 H 1.0664 3.9041 4.9879  0.0001
56 H 2.0881 5.2835 4.5507  0.0004
57 H 2.3622 3.6951 3.8162  -0.0001
58 H -3.4374 1.3077 2.5918  0.0008
59 H -2.3382 -3.6930 -1.1198  0.0030
60 H 3.4844 -1.4003 -2.4783  0.0017
61 H 0.0651 -5.3651 -3.5419  0.0003
62 H -1.4885 -4.8550 -2.9205  0.0013
63 H 0.7027 -6.2269 -1.2763  0.0001
64 H -0.7843 -6.9999 -1.8495  0.0004
65 H -0.8529 -5.7085 -0.6384  0.0000
66 H 3.0168 -3.0793 -3.9428  0.0009
67 H 2.0599 -4.5390 -4.0507  0.0002
68 H 3.9713 -3.8649 -1.7526  0.0000
69 H 4.3140 -5.0154 -3.0563  0.0003
70 H 3.0305 -5.3466 -1.8822  0.0000
71 H -4.9351 -0.2311 3.0510  -0.0002
72 H -5.7537 -1.5643 2.2667  0.0000
73 H -5.4424 1.2240 1.0216  0.0004
74 H -6.9140 0.6261 1.8170  -0.0001
75 H -6.3262 -0.1204 0.3212  0.0001
76 H -4.5416 -3.4976 -0.7713  0.0003
77 H -5.6126 -2.9593 0.5015  0.0001
78 H -3.1883 -4.7859 0.9370  0.0004
79 H -4.8735 -5.3280 0.8916  0.0000
80 H -4.3104 -4.2616 2.1885  0.0001
81 H -3.3217 3.4785 3.2979  0.0008
82 H -2.1431 4.6339 3.8766  0.0002
83 H -2.4714 1.7862 4.9606  0.0000
84 H -3.0351 3.2593 5.7676  0.0003
85 H -1.3028 2.9646 5.5465  0.0000
86 Cl -1.7452 4.5495 -0.5527  0.0006
87 C -1.3620 3.4836 -1.9200  0.0006
88 Cl 0.3705 3.5800 -2.2527  0.0000
89 Cl -2.2613 4.0249 -3.3631  0.0010
90 C -1.8504 2.0207 -1.5602  0.0057
91 O -3.0172 1.9057 -1.2748  -0.0013
92 O -0.9409 1.1243 -1.6626  0.0258

---

Computed, not measured: one molecule with the formula C26H25NO4, with ωB97M-V/def2-TZVPD.

Computed properties:
SMILES: COc1ccc(CN(CC[C@@H](c2ccccc2)c2ccco2)C(=O)c2ccco2)cc1
E: -37046.825 eV
Kohn-Sham gap: 8.89 eV
energy above the lowest of the compared OMol25 structures with the same formula, charge and spin: 2.714 eV

Each line ends with the Mulliken charge.
Atoms and positions in Å:
1 C -7.6050 -0.4323 -0.6824  -0.8240
2 H -8.6674 -0.4255 -0.4428  0.2375
3 O -7.0143 0.5093 0.1781  -0.4622
4 C -5.6653 0.6978 0.1087  0.8801
5 C -5.1318 1.6215 1.0080  -0.6886
6 C -3.7794 1.8834 1.0210  -0.6938
7 C -2.9215 1.2417 0.1359  0.6110
8 C -3.4564 0.3276 -0.7569  -0.3748
9 C -4.8128 0.0488 -0.7757  -0.6233
10 H -5.1873 -0.6756 -1.4821  0.3765
11 H -2.8085 -0.1917 -1.4487  0.3146
12 C -1.4448 1.5526 0.1382  -1.3419
13 N -0.6426 0.3720 -0.1485  0.5800
14 C -0.6766 -0.5936 0.8052  0.3905
15 O -1.2635 -0.4055 1.8620  -0.7227
16 C -0.0510 -1.9116 0.5847  0.3861
17 C 0.0371 -2.8993 1.5351  -0.4436
18 C 0.6213 -4.0150 0.9030  -0.6801
19 C 0.8418 -3.6373 -0.3862  -0.5144
20 O 0.4384 -2.3764 -0.5912  -0.3165
21 H 1.2636 -4.1553 -1.2250  0.5495
22 H 0.8438 -4.9653 1.3424  0.5029
23 H -0.2852 -2.8126 2.5516  0.5769
24 C 0.2124 0.4231 -1.3098  -1.2222
25 H 0.6184 -0.5654 -1.5076  0.6220
26 H -0.3900 0.7264 -2.1743  0.4214
27 C 1.3709 1.4151 -1.1407  -1.2389
28 H 0.9850 2.4267 -1.0014  0.5269
29 H 1.9636 1.4121 -2.0564  0.4498
30 C 2.2620 1.0803 0.0689  1.0689
31 C 3.3333 2.1221 0.1968  -0.6704
32 C 4.6875 2.0680 0.0530  -0.4723
33 C 5.1639 3.3833 0.2846  -0.6006
34 C 4.0656 4.1362 0.5501  -0.7005
35 O 2.9523 3.3829 0.5003  -0.3759
36 H 3.9434 5.1755 0.7817  0.4693
37 H 6.1821 3.7128 0.2561  0.4562
38 H 5.2744 1.2034 -0.1794  0.5761
39 C 2.8850 -0.2922 0.0073  0.0884
40 C 3.4834 -0.7731 -1.1505  0.1879
41 C 4.0687 -2.0267 -1.1734  -0.9965
42 C 4.0710 -2.8155 -0.0363  -0.6302
43 C 3.4850 -2.3421 1.1246  -0.7512
44 C 2.8962 -1.0904 1.1440  0.1045
45 H 2.4364 -0.7299 2.0530  0.4795
46 H 3.4823 -2.9499 2.0171  0.4631
47 H 4.5273 -3.7942 -0.0544  0.4159
48 H 4.5274 -2.3872 -2.0829  0.4362
49 H 3.5022 -0.1651 -2.0425  0.3636
50 H 1.6345 1.1372 0.9672  0.4432
51 H -1.1685 1.9543 1.1185  0.3794
52 H -1.2295 2.3047 -0.6246  0.5290
53 H -3.3810 2.5912 1.7323  0.3828
54 H -5.8025 2.1137 1.6942  0.4173
55 H -7.2039 -1.4375 -0.5158  0.3310
56 H -7.4711 -0.1576 -1.7342  0.3268